{
  "formula": "C45H57Cl3GeN5O3PY",
  "method": "ωB97M-V/def2-TZVPD",
  "e_above_lowest_kcal_mol": 3.20,
  "multiplicity": 2,
  "homo_ev": [-7.49, -7.48],
  "s2": 0.756,
  "charge": 0,
  "orbital_gap_ev": [7.77, 5.83],
  "symbols": ["Y", "C", "O", "C", "C", "C", "C", "C", "C", "N", "C", "N", "C", "C", "C", "C", "C", "C", "O", "C", "N", "C", "C", "C", "C", "C", "C", "O", "C", "H", "H", "H", "H", "H", "H", "H", "H", "H", "H", "H", "H", "H", "H", "H", "H", "H", "H", "H", "H", "H", "H", "C", "C", "C", "C", "N", "C", "C", "C", "C", "C", "C", "C", "H", "H", "H", "H", "H", "H", "H", "H", "C", "C", "C", "C", "P", "N", "C", "C", "C", "C", "C", "C", "C", "C", "H", "H", "H", "H", "H", "H", "H", "H", "H", "H", "H", "H", "H", "H", "H", "H", "H", "H", "H", "H", "H", "H", "H", "H", "H", "H", "H", "Cl", "Ge", "Cl", "Cl"],
  "coordinates": [[-1.6378, -0.9561, -0.4491], [6.4771, 0.3502, 1.1146], [5.2118, -0.2722, 0.9919], [5.0196, -1.4372, 1.6760], [5.9592, -2.0391, 2.4979], [5.6511, -3.2372, 3.1356], [4.4230, -3.8414, 2.9382], [3.4866, -3.2510, 2.0985], [3.7685, -2.0393, 1.4851], [2.8545, -1.3985, 0.6282], [1.4859, -1.4612, 0.7220], [1.0185, -1.5359, 1.9720], [-0.2806, -1.7088, 2.5384], [-1.4722, -1.4383, 1.8826], [-2.6349, -1.6470, 2.6521], [-2.6011, -2.0432, 3.9735], [-1.3827, -2.2866, 4.6058], [-0.2202, -2.1260, 3.8822], [1.0413, -2.3411, 4.3825], [1.1481, -2.8050, 5.7120], [0.7415, -1.3662, -0.3589], [1.3857, -1.5147, -1.6153], [1.2510, -0.5199, -2.5707], [1.7694, -0.6616, -3.8539], [2.4266, -1.8294, -4.1884], [2.5697, -2.8497, -3.2514], [2.0614, -2.7034, -1.9677], [2.1634, -3.6334, -0.9962], [2.5626, -4.9472, -1.3588], [6.4389, 1.2381, 0.4895], [7.2772, -0.3060, 0.7636], [6.6760, 0.6435, 2.1483], [6.9263, -1.5839, 2.6533], [6.3883, -3.6966, 3.7807], [4.1884, -4.7818, 3.4183], [2.5304, -3.7266, 1.9142], [3.2225, -1.0235, -0.2319], [1.7419, -1.5372, 2.6776], [-3.6088, -1.5053, 2.1923], [-3.5208, -2.1854, 4.5284], [-1.3590, -2.6128, 5.6356], [0.7242, -2.0873, 6.4194], [2.2112, -2.9206, 5.9078], [0.6474, -3.7688, 5.8319], [0.6978, 0.3637, -2.2877], [1.6403, 0.1294, -4.5816], [2.8318, -1.9652, -5.1828], [3.0765, -3.7630, -3.5277], [2.4035, -5.5565, -0.4741], [3.6159, -4.9722, -1.6490], [1.9436, -5.3301, -2.1745], [-2.0011, -1.7784, -5.2033], [-3.2643, -1.2967, -5.5127], [-4.0775, -0.8352, -4.4978], [-3.6301, -0.8529, -3.1735], [-2.3834, -1.2786, -2.8955], [-1.6088, -1.7412, -3.8811], [-4.4930, -0.4248, -2.0380], [-5.8808, -0.4116, -2.2127], [-6.7151, -0.0472, -1.1705], [-6.1619, 0.3007, 0.0554], [-4.7841, 0.2735, 0.2155], [-3.8985, -0.0862, -0.8083], [-1.3334, -2.1678, -5.9583], [-3.6145, -1.2846, -6.5371], [-5.0594, -0.4499, -4.7270], [-0.6312, -2.1058, -3.5875], [-6.3310, -0.7211, -3.1477], [-7.7888, -0.0535, -1.3092], [-6.8064, 0.5748, 0.8828], [-4.3862, 0.5446, 1.1921], [0.6977, 2.9291, -2.6053], [0.8839, 3.3093, -1.1172], [1.2420, 4.8005, -1.0340], [2.0768, 2.5110, -0.5624], [-0.6562, 2.8250, -0.1503], [-1.0420, 1.2974, -0.5374], [-0.3255, 2.8850, 1.6975], [0.4965, 1.6456, 2.0838], [-1.6657, 2.7136, 2.4332], [0.3897, 4.1404, 2.2080], [-2.0784, 3.9494, -0.6313], [-2.0868, 4.1842, -2.1474], [-3.4130, 3.2816, -0.2909], [-1.9963, 5.3145, 0.0682], [1.6427, 2.5475, -2.9956], [0.4224, 3.7935, -3.2048], [-0.0571, 2.1591, -2.7530], [2.1835, 4.9514, -1.5688], [1.3852, 5.1475, -0.0125], [0.4963, 5.4315, -1.5141], [2.9198, 2.6487, -1.2432], [1.8687, 1.4423, -0.4968], [2.3870, 2.8686, 0.4173], [-0.0239, 0.7372, 1.7918], [0.5789, 1.6331, 3.1741], [1.5039, 1.6319, 1.6794], [-2.2193, 1.8540, 2.0512], [-2.2959, 3.5989, 2.3963], [-1.4419, 2.5144, 3.4833], [1.4301, 4.1735, 1.8851], [0.3943, 4.1051, 3.3001], [-0.0944, 5.0704, 1.9125], [-2.1363, 3.2489, -2.7043], [-1.2372, 4.7655, -2.4950], [-2.9881, 4.7557, -2.3784], [-3.4845, 2.2903, -0.7285], [-4.2114, 3.8979, -0.7124], [-3.5903, 3.1994, 0.7772], [-1.0728, 5.8516, -0.1436], [-2.1147, 5.2381, 1.1459], [-2.8235, 5.9229, -0.3052], [-0.2417, -4.9411, 0.9374], [-0.9878, -4.3070, -1.1123], [-1.7325, -6.2950, -1.7998], [-3.0730, -3.3919, -0.4140]],
  "forces_ev_per_a": [[-0.34, -0.06, -0.53], [-0.01, 0.00, 0.00], [0.01, -0.02, 0.00], [-0.02, 0.02, -0.02], [0.00, 0.00, 0.00], [0.01, 0.00, 0.00], [-0.01, 0.00, -0.01], [0.00, 0.01, 0.01], [0.01, -0.05, 0.00], [0.00, 0.08, 0.02], [0.03, -0.10, -0.09], [0.02, 0.04, 0.07], [0.06, 0.01, 0.04], [0.20, -0.07, 0.26], [0.00, 0.06, -0.05], [-0.02, -0.05, 0.02], [0.01, 0.00, 0.00], [-0.06, -0.02, -0.05], [0.01, 0.02, 0.02], [0.00, -0.01, 0.00], [0.05, 0.11, 0.21], [-0.06, 0.02, -0.02], [0.02, -0.04, 0.03], [-0.01, 0.01, -0.01], [0.01, 0.00, -0.02], [-0.01, -0.03, 0.04], [-0.01, 0.01, -0.01], [0.00, -0.01, -0.01], [0.01, 0.01, 0.00], [0.00, 0.00, 0.00], [0.00, 0.00, 0.00], [0.00, 0.00, 0.00], [0.01, 0.00, 0.00], [0.00, 0.00, 0.00], [0.01, 0.00, 0.01], [0.00, 0.00, 0.00], [0.00, -0.03, 0.00], [0.00, -0.03, -0.01], [0.01, 0.01, -0.01], [0.00, 0.00, -0.01], [0.00, 0.00, 0.00], [0.00, 0.00, 0.00], [0.00, -0.01, 0.00], [0.00, 0.00, 0.00], [0.00, 0.03, 0.01], [0.00, 0.00, 0.00], [0.00, 0.00, 0.00], [0.00, -0.01, -0.01], [0.01, 0.00, 0.00], [0.00, 0.00, 0.00], [-0.01, 0.00, 0.00], [-0.01, 0.00, 0.00], [0.02, 0.00, 0.00], [-0.01, 0.00, 0.02], [0.00, -0.01, -0.06], [0.05, 0.06, 0.19], [0.01, -0.01, 0.02], [0.07, 0.06, -0.05], [-0.02, 0.02, 0.04], [0.02, -0.01, 0.01], [-0.03, 0.00, -0.04], [0.06, 0.03, 0.04], [-0.12, -0.04, 0.00], [0.00, -0.01, 0.00], [0.00, 0.00, 0.00], [0.00, 0.00, 0.00], [-0.01, 0.00, -0.02], [0.02, 0.00, -0.01], [0.00, 0.00, 0.01], [0.01, 0.00, 0.00], [-0.01, -0.01, 0.00], [0.02, 0.00, 0.01], [0.06, 0.10, 0.02], [-0.02, -0.03, -0.01], [-0.01, 0.01, -0.05], [0.02, -0.36, 0.05], [-0.05, 0.32, -0.08], [-0.01, 0.06, 0.03], [0.00, 0.01, 0.03], [0.02, 0.00, -0.04], [0.01, 0.00, -0.03], [0.00, 0.14, 0.02], [-0.01, -0.04, -0.02], [-0.01, 0.02, 0.02], [0.00, -0.02, -0.03], [0.00, 0.00, -0.01], [-0.01, 0.00, -0.01], [-0.02, 0.01, 0.00], [0.00, -0.01, 0.00], [0.00, 0.00, -0.01], [0.01, 0.01, 0.00], [0.00, -0.01, 0.00], [0.00, -0.03, -0.02], [0.01, 0.00, -0.01], [0.00, 0.00, -0.01], [0.00, -0.02, 0.00], [-0.03, -0.02, 0.03], [-0.01, -0.01, 0.01], [-0.02, 0.03, -0.03], [-0.01, 0.00, 0.00], [0.00, 0.01, 0.01], [0.00, -0.01, 0.01], [0.01, -0.02, 0.01], [0.01, -0.01, 0.00], [0.00, 0.01, 0.00], [-0.01, -0.01, -0.01], [-0.01, -0.03, -0.01], [0.00, 0.01, 0.02], [0.00, -0.04, 0.01], [-0.01, 0.00, 0.01], [-0.01, -0.01, 0.03], [-0.01, 0.00, -0.01], [-0.04, 0.02, -0.05], [0.11, -0.05, 0.06], [-0.02, 0.01, -0.01], [0.04, -0.04, 0.04]],
  "mulliken_charge": [-1.638, -1.048, -0.267, 0.639, -0.485, -0.867, -1.207, 0.601, -0.845, 0.170, -1.145, 0.817, -1.653, 1.991, -0.865, -1.384, -0.437, 1.150, -0.306, -1.109, 0.630, -0.341, 0.479, -0.779, -1.126, -0.813, 0.528, 0.461, -1.305, 0.212, 0.402, 0.403, 0.444, 0.414, 0.464, 0.618, 0.596, 0.468, 0.395, 0.456, 0.438, 0.371, 0.273, 0.412, 0.031, 0.536, 0.420, 0.547, 0.281, 0.368, 0.475, -1.136, -0.526, -1.204, 1.005, 0.669, -0.435, 0.732, -0.912, -0.904, -1.045, 0.488, 0.405, 0.482, 0.425, 0.404, 0.468, 0.363, 0.367, 0.465, 0.345, -1.867, 2.826, -1.912, -2.699, -0.496, 1.146, 2.798, -2.059, -2.058, -2.021, 2.404, -1.865, -2.021, -1.904, 0.574, 0.416, 0.280, 0.540, 0.311, 0.354, 0.763, 0.539, 0.324, -0.153, 0.922, 0.041, 0.205, 0.444, 0.638, 0.374, 0.553, 0.245, 0.220, 0.309, 0.647, 0.071, 0.636, 0.265, 0.322, 0.303, 0.523, -0.399, 0.924, -0.460, -0.329]
}

***

{
  "formula": "CH4N2O2",
  "method": "ωB97M-V/def2-TZVPD",
  "e_above_lowest_kcal_mol": 82.31,
  "homo_ev": -9.92,
  "charge": 0,
  "orbital_gap_ev": 10.86,
  "symbols": ["C", "N", "N", "O", "O", "H", "H", "H", "H"],
  "coordinates": [[-0.6239, 1.1262, -1.1300], [0.3674, -1.0881, 1.4061], [0.3472, 0.5857, -0.2501], [-1.6617, 0.5226, -1.3397], [0.3126, -0.7441, -0.0093], [1.2232, 0.9253, -0.2319], [-0.5467, -1.6227, 1.7740], [1.0603, -1.8121, 1.4563], [-0.4784, 2.1073, -1.6755]],
  "forces_ev_per_a": [[-1.16, -1.69, 0.23], [-2.40, -0.09, 1.11], [-3.91, 0.74, -0.57], [0.91, 0.69, 0.12], [-0.48, -2.04, 0.33], [3.63, 1.55, -0.07], [2.02, 1.80, -1.85], [0.59, -0.22, -0.39], [0.79, -0.75, 1.08]],
  "mulliken_charge": [0.085, -0.426, -0.050, -0.483, -0.192, 0.225, 0.271, 0.256, 0.313]
}